[1]
ORCA calculation (wB97M-V/def2-TZVPD) on 13 unconnected molecules or ions with the total composition C46H92N2O26 at a distorted geometry.

Cartesian coordinates (Å):
C1 -1.2716 5.0226 1.2211
N1 -2.7176 5.0197 1.0402
O1 -3.1958 5.9331 0.3864
O2 -3.3876 4.0861 1.5278
H1 -0.9598 4.8120 2.2617
H2 -0.8728 6.0205 0.9664
H3 -0.8405 4.2422 0.6248
C2 -0.0327 0.7639 -0.4120
N2 -0.0242 -0.5266 0.2515
O3 0.9726 -1.2189 0.1215
O4 -1.0781 -0.8797 0.8072
H4 0.8691 0.9329 -0.9965
H5 0.0143 1.5733 0.3305
H6 -0.9468 0.9250 -0.9953
C3 -1.3328 1.4020 3.3057
O5 -0.1728 1.8931 2.6955
C4 0.9881 1.1784 3.0600
C5 2.1928 2.0929 3.0013
O6 2.4686 2.4688 1.6916
C6 3.2485 1.4905 1.0075
H7 -1.6107 0.4364 3.0362
H8 -2.1558 2.1117 3.0557
H9 -1.1707 1.3391 4.4557
H10 1.1407 0.2791 2.4131
H11 0.8137 0.7774 4.0649
H12 3.0118 1.6758 3.5981
H13 2.0075 3.0132 3.5404
H14 4.1352 1.1326 1.6427
H15 3.6759 1.9131 0.1043
H16 2.6246 0.6538 0.6755
C7 -2.8310 -3.2512 3.1544
O7 -3.6266 -4.2717 2.6808
C8 -3.2013 -4.9040 1.4612
C9 -2.6740 -4.0341 0.3589
O8 -3.6564 -3.1216 -0.1543
C10 -4.8496 -3.7423 -0.6893
H17 -1.7731 -3.5355 3.0838
H18 -2.9939 -3.0356 4.2169
H19 -2.9096 -2.3760 2.5250
H20 -4.0106 -5.4566 1.0832
H21 -2.4877 -5.6634 1.6476
H22 -2.4796 -4.7137 -0.5282
H23 -1.7834 -3.4540 0.5782
H24 -4.8418 -4.4620 -1.5090
H25 -5.4865 -2.9789 -1.0934
H26 -5.4162 -4.2858 0.0983
C11 1.8108 3.9402 -3.0085
O9 2.9208 4.5101 -2.3550
C12 2.8166 4.7138 -0.9436
C13 2.0689 5.9647 -0.6014
O10 2.7944 7.1212 -0.9810
C14 3.7372 7.5361 -0.0183
H27 1.0925 4.6677 -3.4003
H28 1.2933 3.1596 -2.3736
H29 2.3206 3.4524 -3.8949
H30 3.8386 4.7428 -0.6221
H31 2.3202 3.8193 -0.4381
H32 1.8790 6.0686 0.4803
H33 1.0592 5.9440 -1.0528
H34 3.8386 8.5830 -0.1863
H35 4.6661 7.0201 -0.1052
H36 3.3217 7.4030 0.9818
C15 1.1546 -7.8036 -0.5474
O11 0.3018 -6.9521 0.1539
C16 0.8709 -5.7000 0.3902
C17 0.9551 -4.7515 -0.7331
O12 2.1431 -4.9474 -1.5036
C18 2.3361 -4.0103 -2.5449
H37 1.2477 -7.7112 -1.6193
H38 0.8144 -8.8155 -0.4151
H39 2.1274 -7.7112 -0.0344
H40 1.8382 -5.7233 0.8777
H41 0.1691 -5.3052 1.1288
H42 0.9776 -3.7398 -0.2847
H43 0.0724 -4.7216 -1.3056
H44 1.7340 -4.0781 -3.4697
H45 3.3714 -4.1985 -2.8660
H46 2.1451 -3.0225 -2.1499
C19 2.7123 -0.2182 -2.6279
O13 1.5808 -0.5130 -3.3779
C20 1.4567 0.0654 -4.6136
C21 -0.0069 0.1862 -5.0183
O14 -0.7024 -1.0533 -5.0253
C22 -0.1351 -2.1303 -5.7171
H47 2.5791 -0.6836 -1.6646
H48 2.7751 0.9103 -2.5711
H49 3.6564 -0.6398 -3.0348
H50 2.0930 -0.4178 -5.3963
H51 1.9006 1.0332 -4.6428
H52 -0.0280 0.7031 -5.9768
H53 -0.5489 0.8285 -4.3266
H54 0.4357 -1.8405 -6.5982
H55 -0.9312 -2.8101 -6.0745
H56 0.5116 -2.7119 -5.0423
O15 -3.7222 0.1410 -3.4997
C23 -3.0521 -0.8287 -3.2338
O16 -1.9718 -0.7903 -2.3642
C24 -1.3115 -2.0821 -2.1782
C25 -2.0384 -3.0598 -3.1238
C26 -3.2421 -2.2856 -3.6986
H57 -1.4464 -2.3098 -1.1261
H58 -0.2568 -1.8712 -2.3685
H59 -2.3470 -4.0179 -2.6222
H60 -1.3603 -3.2932 -3.9651
H61 -4.2350 -2.5337 -3.3299
H62 -3.1584 -2.3258 -4.8218
O17 4.3248 -1.8696 0.8622
C27 5.0085 -2.7181 0.4218
O18 5.4677 -3.7648 1.1059
C28 6.0855 -4.6956 0.2622
C29 6.1813 -4.1109 -1.2158
C30 5.6134 -2.7057 -1.0771
H63 5.4315 -5.6005 0.2379
H64 7.0492 -5.0171 0.7406
H65 5.7660 -4.7850 -1.9946
H66 7.2566 -3.9829 -1.4660
H67 4.7417 -2.5237 -1.6684
H68 6.2997 -1.8872 -1.2225
O19 0.9143 4.9716 3.7521
C31 0.2148 4.5673 4.6535
O20 -1.1088 4.9817 4.7043
C32 -1.7754 4.3248 5.7803
C33 -0.7081 3.9741 6.7559
C34 0.5201 3.7280 5.8941
H69 -2.3406 3.4798 5.3782
H70 -2.5043 4.9918 6.1502
H71 -0.8759 3.1249 7.4376
H72 -0.5516 4.8308 7.3797
H73 0.6582 2.6920 5.5746
H74 1.4535 4.0475 6.3649
O21 2.2349 -0.4541 5.7097
C35 2.2332 -1.4297 4.9997
O22 1.0781 -2.0730 4.7098
C36 1.3665 -2.9588 3.5689
C37 2.8675 -3.0525 3.4360
C38 3.3409 -1.8080 4.1666
H75 0.9054 -2.4413 2.6893
H76 0.8391 -3.8762 3.7979
H77 3.1590 -3.1623 2.3999
H78 3.2915 -3.8586 4.0464
H79 3.4340 -0.9755 3.4399
H80 4.2845 -1.9127 4.7739
O23 -7.1054 2.4464 1.6488
C39 -6.1292 2.0402 1.0657
O24 -5.2099 1.2348 1.6882
C40 -4.2550 0.5748 0.7885
C41 -4.2285 1.5431 -0.3758
C42 -5.6998 2.1100 -0.3716
H81 -4.6013 -0.4008 0.4454
H82 -3.3139 0.5174 1.2489
H83 -4.0239 0.9816 -1.2841
H84 -3.4488 2.3030 -0.2355
H85 -6.2653 1.2883 -0.8694
H86 -5.9755 3.0307 -0.8894
O25 -1.1886 3.4199 -1.3790
C43 -1.9554 3.4701 -2.3023
O26 -1.6145 3.0002 -3.5007
C44 -2.7421 3.1090 -4.4941
C45 -3.9932 3.4027 -3.6495
C46 -3.3612 4.0443 -2.3670
H87 -2.8085 2.1506 -5.0655
H88 -2.4294 3.9755 -5.1223
H89 -4.4816 2.4916 -3.4398
H90 -4.6565 4.1014 -4.1529
H91 -3.8681 3.8075 -1.4237
H92 -3.4161 5.1241 -2.4276

Properties
highest occupied orbital energy	-9.08	eV
total charge	0
orbital gap	9.00	eV

Atom charges from the Mulliken analysis, given in e for atoms 1 to 5: number 1, C, carries 1.084; number 2, N, carries 1.118; number 3, O, carries -0.634; number 4, O, carries -0.615; number 5, H, carries -0.926

[2]
ORCA calculation (wB97M-V/def2-TZVPD) on 10 unconnected molecules or ions with the total composition C46H94BrFN2O32P at a distorted geometry.

Cartesian coordinates (Å):
C1 4.9106 3.7258 1.0353
C2 3.6155 2.8880 0.9845
C3 3.5706 1.9256 -0.2469
N1 3.6716 0.5554 0.2346
C4 3.7310 -0.4892 -0.8497
N2 4.1225 -0.0214 -2.1584
O1 2.3689 -0.8510 -0.9988
P1 2.1674 -2.6059 -1.0885
C5 1.2521 -2.7345 0.5840
C6 0.0829 -3.7427 0.6728
C7 0.4238 -5.1817 0.3100
F1 -0.7589 -5.9428 0.5081
C8 0.5771 -2.5140 -2.1350
C9 -0.3977 -1.3901 -1.7420
C10 -1.1588 -0.8677 -3.0224
C11 -2.1324 0.1813 -2.5156
O2 -3.3219 0.0282 -2.5233
O3 -1.6068 1.3165 -1.9674
O4 3.6620 -2.7639 -0.1577
C12 4.6281 -1.7052 -0.3368
C13 5.5906 -2.3259 -1.3980
C14 6.7722 -3.0814 -0.7834
O5 7.4050 -3.9157 -1.7699
C15 8.1328 -3.1295 -2.6980
C16 9.6392 -3.4484 -2.6173
C17 5.1337 -1.5738 1.1055
C18 6.3902 -0.7065 1.3989
C19 6.1269 0.1790 2.6386
Br1 6.9392 0.5134 -0.0470
H1 5.7423 3.1651 1.4683
H2 5.2130 4.0614 0.0403
H3 4.7254 4.5874 1.6877
H4 2.7264 3.5286 1.0010
H5 3.5640 2.2629 1.8818
H6 2.6194 2.0830 -0.7869
H7 4.4016 2.2068 -0.8933
H8 2.8248 0.3159 0.7377
H9 3.3758 0.5082 -2.5801
H10 4.9807 0.5149 -2.1354
H11 2.2696 -4.0371 -1.3257
H12 2.9079 -2.4797 -2.3386
H13 0.8510 -1.7399 0.8210
H14 1.9530 -3.0046 1.3753
H15 -0.2301 -3.7655 1.7285
H16 -0.8097 -3.4675 0.1053
H17 0.6499 -5.2974 -0.7489
H18 1.1876 -5.6356 0.9438
H19 0.8718 -2.3707 -3.1799
H20 0.0253 -3.4633 -2.1041
H21 -1.1934 -1.6957 -1.0545
H22 0.0980 -0.5138 -1.3151
H23 -1.6850 -1.7129 -3.4569
H24 -0.4233 -0.4100 -3.6906
H25 -0.7080 1.4122 -2.3053
H26 4.9991 -2.9829 -2.0297
H27 6.0028 -1.5211 -2.0170
H28 6.4458 -3.7485 0.0172
H29 7.5031 -2.3701 -0.3715
H30 7.7892 -3.4200 -3.6991
H31 8.0025 -2.0546 -2.5549
H32 9.8364 -4.5168 -2.5310
H33 10.1187 -3.0618 -3.5253
H34 10.0711 -2.8840 -1.7848
H35 5.3994 -2.5927 1.4092
H36 4.3343 -1.2698 1.7774
H37 7.2664 -1.3112 1.6316
H38 5.4654 -0.3383 3.3402
H39 7.0563 0.4438 3.1539
H40 5.6280 1.1066 2.3514
C20 2.3814 -2.9262 5.9332
O6 2.6326 -4.2729 5.5350
C21 1.9298 -4.6278 4.4522
O7 1.1466 -3.9288 3.8706
O8 2.2604 -5.8748 4.1208
C22 1.5769 -6.3535 2.9568
H41 2.9874 -2.7256 6.8137
H42 2.6774 -2.2413 5.1406
H43 1.3334 -2.7818 6.1906
H44 1.8107 -5.7283 2.0962
H45 0.5011 -6.3793 3.1218
H46 1.9325 -7.3637 2.7720
C23 5.6425 -0.6646 8.2942
O9 5.4959 0.6980 8.6974
C24 4.5523 1.3638 8.0318
O10 3.8540 0.9169 7.1615
O11 4.5155 2.6112 8.4956
C25 3.5383 3.4389 7.8589
H47 6.4337 -1.0896 8.9055
H48 4.7213 -1.2183 8.4683
H49 5.9294 -0.7277 7.2457
H50 2.5370 3.0412 8.0141
H51 3.7464 3.5310 6.7944
H52 3.6084 4.4194 8.3217
C26 -4.9239 2.4320 -1.2169
O12 -6.2631 1.9850 -0.9505
C27 -7.1826 2.4677 -1.7800
O13 -6.9907 3.2144 -2.7039
O14 -8.3674 1.9714 -1.4124
C28 -9.4605 2.3995 -2.2259
H53 -4.2806 1.9634 -0.4789
H54 -4.6046 2.1148 -2.2027
H55 -4.8521 3.5154 -1.1154
H56 -9.3225 2.0773 -3.2563
H57 -9.5756 3.4817 -2.1804
H58 -10.3573 1.9324 -1.8283
C29 -12.5119 6.2557 -3.4304
O15 -12.2353 4.9056 -3.8048
C30 -12.9009 4.4861 -4.8801
O16 -13.6810 5.1332 -5.5259
O17 -12.5488 3.2215 -5.1133
C31 -13.1880 2.6351 -6.2473
H59 -11.9103 6.4664 -2.5504
H60 -12.2293 6.9414 -4.2272
H61 -13.5645 6.3776 -3.1802
H62 -12.9322 3.1774 -7.1559
H63 -14.2680 2.6129 -6.1113
H64 -12.8175 1.6167 -6.3242
C32 -6.5027 -0.8876 -1.4024
O18 -7.6123 -1.7424 -1.7263
C33 -7.2985 -2.7998 -2.4681
O19 -6.2066 -3.0865 -2.8761
O20 -8.4200 -3.4996 -2.6882
C34 -8.2225 -4.6700 -3.4775
H65 -6.8933 -0.0865 -0.8007
H66 -5.7572 -1.4331 -0.8253
H67 -6.0533 -0.4791 -2.3061
H68 -7.5410 -5.3593 -2.9815
H69 -7.8424 -4.4102 -4.4645
H70 -9.1946 -5.1453 -3.5840
C35 -5.8624 8.5836 2.0043
O21 -6.9771 7.7481 1.6962
C36 -6.6658 6.6796 0.9569
O22 -5.5682 6.3966 0.5594
O23 -7.7813 5.9866 0.7410
C37 -7.5884 4.8070 -0.0474
H71 -6.2432 9.4074 2.6023
H72 -5.1192 8.0368 2.5823
H73 -5.4151 8.9802 1.0941
H74 -6.9105 4.1191 0.4547
H75 -7.2131 5.0628 -1.0352
H76 -8.5598 4.3315 -0.1483
C38 -2.9031 5.9202 -6.9654
O24 -3.2645 4.5416 -6.9800
C39 -4.1755 4.2087 -6.0586
O25 -4.6782 4.9606 -5.2678
O26 -4.4214 2.9077 -6.1762
C40 -5.3841 2.3994 -5.2441
H77 -2.1651 6.0599 -7.7511
H78 -3.7685 6.5480 -7.1729
H79 -2.4608 6.1926 -6.0083
H80 -6.3478 2.8854 -5.3812
H81 -5.0396 2.5320 -4.2248
H82 -5.4878 1.3364 -5.4478
C41 11.4141 -5.8424 4.1462
O27 11.0766 -6.1062 2.7870
C42 9.8380 -5.7254 2.4509
O28 9.0436 -5.2052 3.1881
O29 9.6487 -6.0220 1.1710
C43 8.3527 -5.6674 0.6654
H83 12.4326 -6.1936 4.2911
H84 11.3724 -4.7741 4.3536
H85 10.7512 -6.3830 4.8202
H86 8.1955 -4.5972 0.7382
H87 7.5746 -6.2074 1.2039
H88 8.3168 -5.9538 -0.3801
C44 3.3272 0.4919 4.2457
O30 2.7500 0.2580 2.9635
C45 1.6074 0.8990 2.7258
O31 1.0409 1.6493 3.4780
O32 1.2013 0.5373 1.5133
C46 -0.0299 1.1120 1.0739
H89 4.2414 -0.0956 4.2902
H90 3.5820 1.5414 4.3822
H91 2.6568 0.1592 5.0337
H92 0.0495 2.1970 1.0127
H93 -0.8502 0.8275 1.7312
H94 -0.2184 0.7144 0.0834

Properties
highest occupied orbital energy	-4.41	eV
total charge	-1
orbital gap	6.06	eV

Atom charges from the Mulliken analysis, given in e for atoms 1 to 5: number 1, C, carries -1.485; number 2, C, carries 0.575; number 3, C, carries -0.912; number 4, N, carries 2.345; number 5, C, carries -0.572